Entry 1:
{"formula": "C6H13NO3S2", "method": "ωB97M-V with the def2-TZVPD basis set", "gap_ev": 8.96, "e_homo_ev": -8.397, "lumo_ev": 0.56, "de_lowest_kcal_mol": 43.78, "energy_ev": -35732.6028, "species": ["C", "C", "C", "C", "C", "C", "N", "O", "O", "O", "S", "S", "H", "H", "H", "H", "H", "H", "H", "H", "H", "H", "H", "H", "H"], "xyz": [[-0.072, -2.055, 0.312], [-1.057, -1.344, 0.873], [-0.148, -3.561, 0.090], [0.075, 1.894, 2.457], [-0.164, 0.570, 2.121], [-0.084, 0.519, -2.140], [-1.143, -0.064, 1.341], [1.861, 0.576, -0.426], [0.544, 2.513, -0.501], [2.015, 2.088, -2.367], [-0.869, 2.053, -3.033], [1.282, 1.452, -1.345], [0.815, -1.604, -0.209], [-1.929, -1.951, 1.216], [-1.190, -3.756, 0.200], [0.580, -4.073, 0.717], [0.148, -3.646, -0.975], [0.310, -0.030, -2.961], [-0.663, 2.617, 2.292], [0.945, 2.093, 3.027], [0.525, -0.110, 2.481], [-0.751, 0.108, -1.358], [0.640, 2.624, 0.432], [-1.930, 0.436, 0.968], [0.259, 2.649, -3.215]]}



Entry 2:
{"formula": "C4H11NOS", "method": "ωB97M-V with the def2-TZVPD basis set", "gap_ev": [9.87, 4.61], "total_charge": 1, "multiplicity": 2, "e_homo_ev": [-13.096, -12.894], "lumo_ev": [-3.22, -8.28], "s_squared": 0.755, "de_lowest_kcal_mol": 45.97, "energy_ev": -18689.0880, "species": ["C", "N", "C", "C", "S", "C", "O", "H", "H", "H", "H", "H", "H", "H", "H", "H", "H", "H"], "xyz": [[0.537, -1.774, -1.265], [1.192, -0.757, -0.428], [0.336, 0.089, 0.473], [-1.174, -0.213, 0.199], [-2.475, 0.543, 1.150], [0.679, 1.510, 0.063], [0.141, 2.418, 1.054], [1.396, -2.250, -1.753], [0.103, -1.176, -2.100], [-0.153, -2.458, -0.828], [1.789, -0.178, -1.001], [0.534, -0.049, 1.549], [-1.407, 0.079, -0.846], [-1.299, -1.336, 0.419], [-2.316, -0.090, 2.319], [0.023, 1.766, -0.803], [1.715, 1.792, -0.130], [0.380, 2.083, 1.927]]}



Entry 3:
{"formula": "C12H20MgN2O2", "method": "ωB97M-V with the def2-TZVPD basis set", "gap_ev": [6.75, 6.32], "e_homo_ev": [-7.104, -6.449], "lumo_ev": [-0.35, -0.13], "de_lowest_kcal_mol": 85.55, "energy_ev": -25279.8078, "species": ["C", "C", "C", "H", "C", "H", "H", "H", "C", "H", "H", "C", "H", "H", "C", "H", "H", "C", "H", "H", "Mg", "H", "C", "C", "N", "O", "C", "C", "N", "O", "H", "H", "H", "H", "H", "H", "H"], "xyz": [[2.379, 0.774, -1.524], [-0.417, -0.951, -1.761], [1.864, -0.647, -1.238], [2.536, 1.322, -0.580], [-0.084, -2.287, -1.371], [-1.521, -0.824, -1.789], [2.032, -1.156, -2.209], [-0.846, -3.053, -1.567], [2.083, -1.637, -0.198], [1.755, -1.329, 0.815], [3.139, -1.943, -0.145], [1.020, 1.253, -2.170], [1.211, 1.984, -2.965], [0.430, 1.761, -1.394], [0.172, 0.063, -2.741], [0.749, -0.442, -3.527], [-0.691, 0.511, -3.246], [1.206, -2.844, -0.764], [1.801, -3.366, -1.533], [1.002, -3.589, 0.024], [-0.621, -1.246, 0.115], [3.230, 1.002, -2.151], [-0.712, 1.500, 3.444], [-1.013, 0.773, 2.192], [-0.072, -0.128, 1.876], [0.938, 0.007, 2.861], [-2.150, 0.958, 1.353], [-3.224, 1.955, 1.591], [-2.222, 0.172, 0.235], [-3.159, 0.402, -0.582], [-0.564, 0.802, 4.272], [-1.532, 2.169, 3.706], [0.196, 2.097, 3.331], [1.588, -0.697, 2.700], [-3.093, 2.829, 0.939], [-4.202, 1.513, 1.373], [-3.210, 2.293, 2.628]]}



Entry 4:
{"formula": "C34H59BrFeNP3", "method": "ωB97M-V with the def2-TZVPD basis set", "gap_ev": [7.47, 7.21], "total_charge": 2, "multiplicity": 5, "e_homo_ev": [-13.834, -13.931], "lumo_ev": [-6.37, -6.72], "s_squared": 6.026, "de_lowest_kcal_mol": 0.00, "energy_ev": -169986.4091, "species": ["C", "C", "C", "C", "N", "C", "C", "C", "C", "C", "C", "C", "C", "C", "Fe", "P", "H", "H", "H", "H", "H", "H", "H", "H", "C", "C", "H", "H", "H", "H", "H", "C", "C", "H", "H", "H", "H", "H", "C", "C", "H", "H", "H", "H", "H", "Br", "P", "C", "C", "H", "H", "H", "H", "H", "C", "C", "H", "H", "H", "H", "H", "C", "C", "H", "H", "H", "H", "H", "C", "C", "C", "P", "C", "C", "C", "C", "C", "C", "H", "H", "H", "H", "H", "H", "H", "H", "H", "H", "H", "H", "H", "H", "H", "H", "H", "H", "H", "H", "H"], "xyz": [[1.833, 3.940, -0.940], [0.902, 3.148, -1.652], [0.835, 3.226, -3.053], [1.791, 4.003, -3.697], [2.729, 4.680, -3.026], [2.719, 4.698, -1.699], [0.072, 2.228, -0.947], [-1.118, 1.808, -0.710], [-2.487, 2.122, -0.363], [-3.261, 1.084, 0.171], [-4.519, 1.341, 0.713], [-4.901, 2.672, 0.792], [-4.218, 3.717, 0.160], [-2.981, 3.436, -0.402], [-0.431, -0.043, 0.292], [1.896, -0.375, -0.783], [0.094, 2.673, -3.627], [1.862, 3.932, 0.136], [1.805, 4.061, -4.787], [3.461, 5.321, -1.188], [-2.321, 4.217, -0.823], [-2.861, 0.059, 0.222], [-4.627, 4.731, 0.131], [-5.123, 0.532, 1.100], [2.607, -2.087, -0.595], [3.787, -2.540, -1.457], [1.757, -2.765, -0.768], [2.877, -2.194, 0.464], [4.004, -3.583, -1.189], [3.577, -2.523, -2.534], [4.703, -1.966, -1.265], [2.130, -0.070, -2.590], [3.470, 0.445, -3.115], [1.333, 0.632, -2.869], [1.902, -1.027, -3.073], [3.383, 0.542, -4.205], [3.738, 1.436, -2.730], [4.301, -0.248, -2.929], [3.140, 0.762, -0.028], [4.614, 0.356, -0.004], [2.800, 0.958, 1.000], [3.005, 1.707, -0.570], [5.165, 1.148, 0.521], [4.803, -0.583, 0.536], [5.052, 0.278, -1.007], [-6.470, 3.022, 1.873], [-1.451, -1.339, -1.776], [-0.453, -2.304, -2.977], [-1.096, -3.551, -3.584], [0.464, -2.584, -2.435], [-0.144, -1.617, -3.780], [-0.348, -4.049, -4.216], [-1.407, -4.269, -2.816], [-1.953, -3.318, -4.230], [-2.508, -2.536, -0.841], [-3.893, -2.849, -1.401], [-2.625, -2.118, 0.176], [-1.921, -3.460, -0.718], [-4.422, -3.481, -0.674], [-4.499, -1.944, -1.533], [-3.865, -3.406, -2.347], [-2.499, -0.197, -2.781], [-3.074, -0.692, -4.107], [-1.854, 0.676, -2.967], [-3.303, 0.174, -2.130], [-3.669, 0.123, -4.543], [-2.283, -0.937, -4.828], [-3.746, -1.552, -3.982], [0.240, -3.082, 1.982], [-0.408, -2.102, 2.972], [-0.094, -2.460, 4.430], [-0.064, -0.304, 2.518], [-1.442, 0.806, 3.155], [-2.019, 0.404, 4.520], [-1.136, 2.307, 3.017], [1.582, 0.273, 3.276], [1.446, 0.692, 4.746], [2.757, -0.690, 3.039], [1.336, -3.012, 1.982], [-0.103, -2.920, 0.949], [-0.019, -4.118, 2.242], [-1.499, -2.184, 2.830], [0.986, -2.470, 4.619], [-0.574, -1.776, 5.139], [-0.472, -3.469, 4.656], [-2.251, 0.599, 2.430], [-1.301, 0.503, 5.346], [-2.885, 1.041, 4.760], [-2.391, -0.629, 4.501], [-0.836, 2.553, 1.987], [-2.050, 2.888, 3.219], [-0.347, 2.662, 3.693], [1.793, 1.188, 2.694], [1.119, -0.141, 5.381], [2.404, 1.053, 5.156], [0.727, 1.509, 4.869], [2.812, -0.972, 1.980], [3.722, -0.214, 3.285], [2.688, -1.614, 3.630]]}



Entry 5:
{"formula": "C4H6N2O", "method": "ωB97M-V with the def2-TZVPD basis set", "gap_ev": 7.94, "e_homo_ev": -7.700, "lumo_ev": 0.24, "de_lowest_kcal_mol": 95.63, "energy_ev": -9269.3550, "species": ["N", "C", "C", "O", "C", "C", "N", "H", "H", "H", "H", "H", "H"], "xyz": [[-1.242, 1.514, -0.389], [-0.467, 0.350, -0.234], [0.457, -0.116, 0.853], [1.158, 0.919, 1.485], [1.201, -1.331, 0.353], [0.525, -1.616, -0.785], [-0.461, -0.600, -1.113], [-0.606, 2.312, -0.335], [-1.883, 1.618, 0.393], [2.027, 0.528, 1.655], [-0.266, -0.592, 1.559], [0.619, -2.418, -1.510], [-1.063, -0.567, -1.931]]}